Here is a structure of composition Ag2FH10O5 in a non-equilibrium geometry from the Open Molecules 2025 dataset. Energies are from ωB97M-V/def2-TZVPD.

Summary:
Expectation value of S² ... 2.0135
HOMO energy (spin up / spin down) ... -23.422 / -22.014 eV
Spin multiplicity ... 3
Frontier orbital gap (spin up / spin down) ... 10.389 / 3.799 eV
Total charge ... +3

The geometry in XYZ format:
```
18
Properties=species:S:1:pos:R:3:forces:R:3:mulliken_charge:R:1
Ag -2.4302 -1.4876 -0.1578 -0.3 -0.4 -0.5 0.81
Ag 0.7132 -1.2229 1.5881 -0.4 0.9 -0.2 0.95
F -0.5109 -0.1683 -0.1739 0.3 -0.3 0.6 -0.29
O -0.4531 0.3047 2.8492 0.0 -0.3 -0.5 -0.46
H -0.1761 0.8577 3.5797 0.4 0.1 0.7 0.32
H -1.2588 0.7124 2.5316 -0.4 0.1 0.1 0.30
O 2.1385 0.2698 0.9769 0.2 -0.6 0.1 -0.47
H 2.1458 1.1672 0.6440 -0.4 0.7 0.0 0.33
H 2.9988 -0.0795 0.7444 0.9 -0.3 0.0 0.36
O -0.8673 -2.7365 -1.4196 -0.2 0.7 0.5 -0.48
H 0.0337 -2.8477 -1.1164 0.3 -0.2 -0.1 0.29
H -1.0493 -3.5278 -1.9266 -0.4 -0.6 -0.4 0.31
O -1.0058 2.6994 -0.7290 0.2 0.2 -1.1 -0.28
H -0.6373 1.8567 -0.4638 0.4 -0.9 0.4 0.30
H -1.6532 2.9015 -0.0534 -0.8 0.9 0.7 0.41
O 0.5581 0.6296 -2.6096 -0.2 0.9 -1.1 -0.18
H 1.4415 0.3401 -2.3815 1.4 -0.4 -0.3 0.41
H 0.0123 0.3311 -1.8822 -1.0 -0.6 1.1 0.36
```
Forces are in eV/Å.